The following is a DFT calculation (ωB97M-V/def2-TZVPD) of a 15-piece molecular cluster, C36H109N23O15 overall.

Geometry as XYZ:
```
183
Properties=species:S:1:pos:R:3:lowdin_charge:R:1
C -15.97 -22.32 -1.14 -0.78
O -15.43 -21.39 -1.69 0.02
N -16.59 -23.26 -1.77 0.19
N -16.01 -22.46 0.14 0.18
H -17.23 -23.88 -1.29 0.12
H -16.68 -23.20 -2.78 0.06
H -16.55 -23.18 0.60 0.12
H -15.77 -21.72 0.78 0.13
C -12.02 -20.72 -1.45 -0.71
O -10.88 -20.26 -1.37 0.01
N -12.96 -20.31 -2.22 0.20
N -12.56 -21.65 -0.58 0.15
H -13.89 -20.71 -2.30 0.05
H -12.61 -19.68 -2.93 0.09
H -11.91 -22.16 0.00 0.10
H -13.41 -22.14 -0.82 0.05
C -13.68 -14.22 -3.96 -0.75
O -14.53 -13.67 -4.63 0.01
N -13.40 -15.51 -4.13 0.18
N -12.84 -13.64 -3.10 0.18
H -13.88 -15.85 -4.95 0.09
H -12.57 -15.95 -3.77 0.11
H -13.05 -12.67 -2.94 0.13
H -12.24 -14.27 -2.57 0.11
C -13.92 -24.59 -8.06 -0.76
O -14.19 -25.44 -8.94 -0.01
N -14.72 -23.55 -7.79 0.19
N -12.92 -24.69 -7.29 0.19
H -15.56 -23.37 -8.31 0.06
H -14.42 -22.95 -7.04 0.08
H -12.39 -25.54 -7.42 0.12
H -12.90 -24.16 -6.43 0.08
C -10.97 -14.92 -6.87 -0.79
O -10.55 -15.81 -7.58 0.04
N -11.93 -14.10 -7.11 0.19
N -10.41 -14.68 -5.69 0.17
H -12.48 -14.04 -6.27 0.08
H -12.32 -14.45 -7.97 0.11
H -10.78 -14.07 -4.98 0.09
H -9.60 -15.25 -5.49 0.08
C -15.02 -15.69 -8.82 -0.73
O -15.47 -15.68 -9.97 0.01
N -14.01 -16.49 -8.47 0.17
N -15.55 -15.12 -7.75 0.18
H -13.77 -17.11 -9.23 0.07
H -13.90 -16.67 -7.48 0.07
H -15.13 -15.34 -6.85 0.07
H -16.33 -14.53 -7.97 0.12
C -19.95 -20.20 -7.84 -0.81
O -20.08 -20.95 -6.92 0.05
N -20.58 -20.22 -8.95 0.17
N -18.99 -19.30 -7.95 0.17
H -21.09 -21.07 -9.14 0.13
H -20.35 -19.55 -9.67 0.12
H -18.46 -18.96 -7.16 0.10
H -18.98 -18.75 -8.80 0.11
C -12.87 -23.47 -3.90 -0.78
O -13.28 -22.79 -4.80 0.05
N -11.58 -23.45 -3.59 0.19
N -13.54 -24.21 -3.09 0.20
H -11.14 -24.17 -3.03 0.12
H -11.04 -22.80 -4.15 0.08
H -13.04 -24.57 -2.29 0.12
H -14.50 -24.42 -3.32 0.09
C -11.71 -18.32 -9.51 -0.04
C -10.83 -19.38 -10.19 -0.45
C -11.45 -20.79 -10.17 -0.20
O -10.54 -21.84 -10.38 -0.18
C -10.95 -23.12 -9.97 -0.10
N -10.49 -18.91 -11.49 0.04
H -11.82 -18.77 -8.52 0.06
H -12.64 -18.23 -10.07 0.08
H -11.15 -17.39 -9.46 0.07
H -9.88 -19.58 -9.70 0.11
H -12.24 -20.93 -10.90 0.12
H -11.95 -20.89 -9.20 0.11
H -11.89 -23.41 -10.43 0.09
H -11.11 -23.16 -8.89 0.06
H -10.17 -23.86 -10.12 0.09
H -10.00 -19.66 -11.94 0.07
H -9.80 -18.17 -11.43 0.08
C -8.33 -20.16 -7.11 -0.03
C -9.33 -21.19 -6.73 -0.40
C -8.99 -22.71 -6.63 -0.25
O -10.01 -23.53 -6.32 -0.20
C -9.72 -24.90 -6.28 -0.10
N -9.77 -20.93 -5.39 0.05
H -8.62 -19.31 -6.48 0.07
H -8.35 -19.85 -8.15 0.07
H -7.29 -20.45 -6.97 0.09
H -10.21 -21.15 -7.37 0.13
H -8.12 -22.86 -5.99 0.13
H -8.63 -23.10 -7.59 0.12
H -9.29 -25.26 -7.21 0.09
H -10.57 -25.55 -6.08 0.08
H -8.87 -25.17 -5.64 0.09
H -9.03 -20.92 -4.70 0.08
H -10.39 -21.69 -5.18 0.03
C -18.20 -22.40 -9.86 -0.08
C -17.26 -23.42 -10.53 -0.38
C -16.02 -22.74 -11.17 -0.26
O -15.42 -23.49 -12.11 -0.16
C -14.41 -22.82 -12.87 -0.08
N -17.00 -24.43 -9.52 0.05
H -18.80 -21.85 -10.58 0.07
H -17.75 -21.62 -9.23 0.06
H -18.85 -22.92 -9.15 0.07
H -17.93 -23.65 -11.36 0.13
H -15.20 -22.49 -10.50 0.12
H -16.33 -21.79 -11.60 0.12
H -14.82 -22.06 -13.54 0.09
H -14.06 -23.68 -13.44 0.09
H -13.50 -22.35 -12.49 0.07
H -17.85 -24.93 -9.33 0.07
H -16.40 -25.16 -9.87 0.08
C -17.52 -25.25 -6.47 -0.09
C -17.51 -23.95 -5.83 -0.42
C -18.94 -23.42 -5.49 -0.27
O -19.76 -24.18 -4.74 -0.15
C -21.07 -23.56 -4.78 -0.07
N -16.70 -24.09 -4.61 0.04
H -18.33 -25.33 -7.20 0.08
H -17.84 -26.04 -5.79 0.09
H -16.53 -25.43 -6.89 0.08
H -17.06 -23.25 -6.54 0.12
H -19.35 -23.19 -6.47 0.10
H -18.88 -22.42 -5.06 0.12
H -21.81 -24.14 -4.22 0.08
H -21.53 -23.57 -5.77 0.09
H -21.00 -22.58 -4.31 0.09
H -15.79 -24.53 -4.72 0.06
H -17.28 -24.86 -4.31 0.07
C -17.88 -15.58 -4.45 -0.06
C -17.58 -14.83 -3.08 -0.34
C -16.60 -15.74 -2.17 -0.18
O -17.32 -16.89 -1.69 -0.18
C -16.46 -17.86 -1.07 -0.10
N -17.13 -13.43 -3.33 0.02
H -16.94 -15.72 -4.98 0.04
H -18.48 -14.97 -5.14 0.06
H -18.39 -16.53 -4.31 0.07
H -18.48 -14.64 -2.51 0.12
H -16.38 -15.16 -1.28 0.11
H -15.65 -15.93 -2.67 0.09
H -15.97 -17.65 -0.12 0.08
H -15.54 -18.04 -1.63 0.06
H -17.04 -18.77 -1.15 0.09
H -17.73 -12.92 -3.96 0.06
H -16.22 -13.46 -3.78 0.00
C -8.33 -17.20 -4.15 -0.08
C -8.67 -18.13 -3.01 -0.38
C -7.81 -17.87 -1.78 -0.22
O -6.58 -18.57 -1.72 -0.19
C -5.72 -18.07 -0.66 -0.09
N -10.12 -17.79 -2.68 0.05
H -7.25 -17.08 -4.23 0.08
H -8.65 -16.18 -3.96 0.06
H -8.69 -17.55 -5.12 0.06
H -8.50 -19.13 -3.42 0.12
H -8.36 -18.35 -0.97 0.12
H -7.75 -16.83 -1.47 0.13
H -5.28 -17.16 -1.08 0.08
H -4.88 -18.76 -0.65 0.08
H -6.16 -17.98 0.33 0.09
H -10.63 -18.14 -3.48 0.02
H -10.51 -18.25 -1.87 0.03
C -15.77 -20.10 -7.08 -0.02
C -15.10 -20.23 -5.64 -0.39
C -14.76 -18.82 -5.05 -0.20
O -13.81 -18.15 -5.77 -0.22
C -12.49 -18.68 -5.77 -0.06
N -16.07 -20.87 -4.78 0.08
H -16.82 -19.85 -6.94 0.04
H -15.72 -21.01 -7.69 0.04
H -15.21 -19.36 -7.66 0.07
H -14.21 -20.83 -5.84 0.09
H -14.58 -18.85 -3.98 0.10
H -15.66 -18.20 -5.06 0.12
H -12.26 -19.63 -6.26 0.08
H -12.17 -18.73 -4.73 0.06
H -11.92 -18.00 -6.40 0.08
H -16.24 -21.83 -5.04 0.03
H -15.59 -20.90 -3.89 0.03
```

Output
E, eV: -104083.83699
ΔE to the lowest compared entry with this formula, charge and spin, kJ/mol: 710.07
HOMO level, eV: -8.623
Charge: 0